# 1
Molecular formula: C35H53AsCeNOP2
Method: DFT, ωB97M-V/def2-TZVPD

Summary:
Kohn-Sham gap (spin up / spin down) ... 0.263 / 0.264 hartree
Charge ... +2
LUMO level (spin up / spin down) ... -6.33 / -6.28 eV
Spin multiplicity ... 2
HOMO level (spin up / spin down) ... -13.472 / -13.471 eV

Each line ends with the Löwdin charge.
Geometry (Å):
Ce 0.45960 -0.38764 0.90051  0.5488
P -0.03871 -2.37461 -1.16107  0.9577
P 0.15008 2.49100 0.90202  0.9743
N 1.91817 0.23352 -0.64063  -0.3680
C 1.55130 -1.88283 -2.05279  -0.2769
H 2.22311 -2.73718 -1.89839  0.0802
H 1.27186 -1.97455 -3.12641  0.0854
C 2.33565 -0.59802 -1.73791  -0.3079
H 3.40518 -0.89071 -1.57884  0.1334
H 2.26238 -0.02252 -2.68700  0.1196
C 2.18327 1.62399 -1.00219  -0.3283
H 1.58417 1.88984 -1.88349  0.0905
H 3.24258 1.74781 -1.33096  0.1384
C 1.87474 2.64121 0.09084  -0.2740
H 1.98055 3.69665 -0.25370  0.1057
H 2.62197 2.44977 0.88633  0.0900
C 0.47874 3.37892 2.49800  -0.5415
C 1.15174 2.42861 3.49973  -0.1025
H 2.05946 1.94731 3.10312  0.0695
H 0.47340 1.63491 3.85264  0.0578
H 1.44654 3.01139 4.38373  0.1032
C -0.78036 3.64479 -0.18507  -0.5363
C -2.28980 3.48122 0.03833  -0.1088
H -2.81871 4.04199 -0.74105  0.0959
H -2.59851 3.87624 1.01381  0.0725
H -2.61742 2.43485 -0.02104  0.0490
C -1.22525 -2.62896 -2.56430  -0.5317
C -2.58340 -3.14986 -2.06489  -0.1030
H -3.27631 -3.12338 -2.91660  0.0929
H -3.00084 -2.52204 -1.26315  0.0690
H -2.51563 -4.18928 -1.71152  0.0738
C 0.32551 -4.03039 -0.36657  -0.5301
C -0.85116 -4.44612 0.53754  -0.1121
H -0.46116 -4.96724 1.42484  0.0814
H -1.53844 -5.13134 0.01499  0.0864
H -1.42847 -3.58073 0.90354  0.0518
C -2.21463 -0.18525 1.09088  -0.0457
C -0.27255 5.09169 -0.04052  -0.0954
H 0.62570 5.20833 0.58515  0.0640
H -0.01778 5.48130 -1.03650  0.0946
H -1.06335 5.72824 0.37471  0.0879
C -0.66305 -3.44370 -3.75127  -0.0938
H -1.48027 -4.02522 -4.19950  0.0930
H -0.27043 -2.77644 -4.53462  0.0862
H 0.13653 -4.14352 -3.46860  0.0530
C 0.75402 -5.14672 -1.32451  -0.1016
H 1.09094 -6.00157 -0.71862  0.0969
H -0.07857 -5.50397 -1.94882  0.0836
H 1.59707 -4.85693 -1.96791  0.0764
C -0.76948 4.03042 3.08672  -0.0917
H -1.60871 3.32626 3.13836  0.0825
H -0.52991 4.35029 4.10706  0.0932
H -1.08497 4.92457 2.53876  0.0739
H 1.19229 4.16576 2.20843  0.1084
H 1.19374 -3.79226 0.28097  0.1045
H -0.53978 3.29361 -1.20462  0.0997
H -1.36040 -1.58875 -2.91501  0.0838
O -3.26833 -0.23214 1.51176  0.1626
H -0.92846 0.68853 -1.94143  0.0879
H -0.33627 0.79209 -2.54225  0.1144
C 0.21109 0.19809 7.67519  -0.0561
C 1.48540 -0.22687 7.27859  -0.0513
C 1.68750 -0.72215 5.98306  -0.0830
C 0.59780 -0.81013 5.10556  -0.3742
C -0.67309 -0.33569 5.48338  -0.1270
C -0.86944 0.14520 6.78174  -0.0588
As 0.77428 -1.68474 3.36170  1.2451
C 2.76260 -1.85231 3.24476  -0.3599
C 3.46757 -1.00017 2.37089  -0.1252
C 4.86044 -1.12750 2.24880  -0.0478
C 5.53546 -2.10490 2.99139  -0.0467
C 4.83766 -2.94562 3.86304  -0.0382
C 3.44996 -2.79845 4.01176  -0.1113
C -0.24911 -3.29779 3.86462  -0.3699
C 0.40111 -4.46259 4.28741  -0.0976
C -0.35496 -5.50818 4.83893  -0.0503
C -1.75182 -5.41594 4.87221  -0.0524
C -2.40821 -4.28725 4.35345  -0.0523
C -1.65212 -3.22283 3.84283  -0.1325
H 0.05914 0.58023 8.68110  0.1145
H 2.32622 -0.18261 7.98217  0.1200
H 2.67257 -1.05111 5.66018  0.0911
H -1.50457 -0.36526 4.78054  0.0910
H -1.86506 0.47081 7.10359  0.1177
H 2.94896 -0.22667 1.76407  0.0488
H 5.40657 -0.45516 1.57873  0.1213
H 6.61768 -2.19766 2.89239  0.1210
H 5.36022 -3.70937 4.43999  0.1221
H 2.91391 -3.39912 4.74540  0.0966
H 1.48012 -4.54835 4.19646  0.0809
H 0.14940 -6.39234 5.24832  0.1212
H -2.34060 -6.22812 5.29527  0.1166
H -3.50086 -4.23039 4.36172  0.1182
H -2.15615 -2.33951 3.44303  0.0840



# 2
Molecular formula: C3H4FNO3
Method: DFT, ωB97M-V/def2-TZVPD

Summary:
Kohn-Sham gap ... 0.344 hartree
Energy above the lowest of the compared OMol25 structures with the same formula, charge and spin ... 142.83 kcal/mol
Charge ... 0
LUMO level ... 0.67 eV
HOMO level ... -8.706 eV
SMILES ... [O-][N+]1=C(F)OCCO1

Each line ends with the Löwdin charge.
Geometry (Å):
C -0.32229 -0.76622 -0.41106  -0.1757
C -0.15037 0.72257 -0.05693  -0.0952
C -2.55653 0.57552 0.16384  -0.2658
N -2.57518 -0.72841 0.09821  -0.2164
O -1.27098 -1.29011 0.46623  0.0161
O -3.47574 -1.47252 -0.16760  0.0537
O -1.41671 1.27436 0.39269  0.0138
F -3.64957 1.26322 -0.28777  0.1362
H 0.52535 -1.25846 -0.25771  0.0808
H -0.55758 -0.93063 -1.48469  0.1487
H 0.72678 0.80624 0.73209  0.1637
H 0.05086 1.46457 -0.88330  0.1402



# 3
Molecular formula: C23H22N2O5S
Method: DFT, ωB97M-V/def2-TZVPD

Summary:
Kohn-Sham gap ... 0.340 hartree
Energy above the lowest of the compared OMol25 structures with the same formula, charge and spin ... 66.38 kcal/mol
Charge ... 0
LUMO level ... 0.54 eV
HOMO level ... -8.697 eV
SMILES ... CC1=C(C(=O)OCc2ccccc2)N2C(=O)[C@H](NC(=O)COc3ccccc3)[C@H]2SC1

Each line ends with the Löwdin charge.
Geometry (Å):
C -1.17410 -4.36477 -0.09040  -0.0312
C -0.43395 -3.09036 0.16814  -0.2529
C -1.02164 -1.88303 0.12033  -0.0790
N -0.30258 -0.72459 0.38605  0.0422
C -0.57246 0.57541 0.74188  -0.3533
O -1.51891 1.28670 0.58797  0.1477
C 0.85601 0.74969 1.29324  -0.1521
N 1.67033 1.79646 0.77656  0.1366
C 2.66165 2.36941 1.50615  -0.4833
O 2.76317 2.26759 2.70478  0.0876
C 3.65565 3.15285 0.64359  -0.0898
H 3.30655 4.18364 0.53306  0.1439
O 3.75921 2.64901 -0.66809  -0.0525
C 4.13652 1.33907 -0.83690  -0.2749
C 4.10015 0.87008 -2.14980  -0.0106
C 4.41606 -0.44459 -2.42709  -0.0833
C 4.76726 -1.30997 -1.40228  -0.1000
C 4.81527 -0.84194 -0.10195  -0.0843
C 4.50533 0.47711 0.18908  -0.0224
H 4.54781 0.80913 1.21398  0.1149
H 5.08798 -1.50488 0.70505  0.1071
H 5.00603 -2.34016 -1.61855  0.1004
H 4.38238 -0.79648 -3.44730  0.1047
H 3.81947 1.55609 -2.93367  0.1182
H 4.62556 3.16700 1.15530  0.1415
H 1.65616 1.95595 -0.22094  0.1591
H 0.89530 0.78906 2.38537  0.1634
C 1.10121 -0.66577 0.72204  -0.4702
H 1.75152 -0.67918 -0.15980  0.1182
S 1.58364 -2.04735 1.78890  0.9352
C 1.00812 -3.26439 0.54600  -0.4119
H 1.16269 -4.24132 1.00081  0.0804
H 1.66821 -3.17193 -0.32027  0.0889
C -2.49117 -1.68663 -0.12430  -0.4303
O -3.07521 -2.08396 -1.09957  0.1275
O -3.03822 -1.06319 0.90520  0.0388
C -4.43179 -0.72296 0.81845  -0.0906
C -4.59777 0.64472 0.21258  -0.2096
C -4.58018 1.77476 1.01809  -0.0467
C -4.68776 3.03287 0.45454  -0.0802
C -4.80878 3.17064 -0.91757  -0.0880
C -4.82001 2.04686 -1.72556  -0.0776
C -4.71335 0.78698 -1.16389  -0.0326
H -4.71082 -0.09060 -1.79392  0.1107
H -4.90905 2.15078 -2.79717  0.1016
H -4.88995 4.15388 -1.35777  0.1000
H -4.67124 3.90817 1.08687  0.1024
H -4.47481 1.66701 2.08734  0.1168
H -4.93916 -1.48295 0.21494  0.1307
H -4.79226 -0.74915 1.84867  0.1331
H -1.32185 -4.90745 0.84377  0.0931
H -2.13972 -4.17317 -0.54520  0.0728
H -0.59254 -5.00020 -0.75675  0.0898



# 4
Molecular formula: C33H67F2N4O10S5
Method: DFT, ωB97M-V/def2-TZVPD

Summary:
Kohn-Sham gap ... 0.289 hartree
Charge ... +1
LUMO level ... -2.21 eV
HOMO level ... -10.077 eV

Each line ends with the Löwdin charge.
Geometry (Å):
C -1.43973 0.48675 0.11723  0.1873
C -1.37320 0.10913 -1.01303  -0.0638
C -1.33905 -0.45250 -2.34098  -0.1552
C 0.02860 -1.05116 -2.81249  -0.1662
C 1.20603 -0.81598 -1.89286  -0.1080
C 1.76288 0.61718 -2.01961  -0.1610
N 2.37124 1.06146 -0.76822  -0.0809
C 3.43398 2.05557 -1.01979  -0.2140
C 3.89591 2.75569 0.24511  -0.0648
C 1.40109 1.66321 0.11826  -0.4943
C 1.54877 1.29651 1.56084  0.0033
O 0.53952 2.39979 -0.29661  0.0765
C -0.38122 -2.51626 -3.17509  -0.1228
N 0.62748 -3.57737 -3.29344  0.1415
C 1.67540 -3.21621 -4.12420  -0.5054
O 1.66738 -2.35429 -4.93639  0.1988
F 2.71039 -4.03095 -3.92404  0.1716
C 0.98835 -4.34266 -2.13213  -0.4726
O 0.60640 -5.42762 -1.89919  0.2419
F 1.80857 -3.68274 -1.32128  0.1660
C -1.44848 -2.80230 -2.14199  -0.2778
O -2.06974 -3.99789 -2.20014  -0.0052
C -3.13065 -4.16543 -1.23100  -0.1210
C -2.71943 -3.99385 0.22639  -0.3275
C -1.39642 -4.68626 0.54341  -0.0301
C -3.81728 -4.48796 1.19364  -0.3714
C -5.24612 -4.41749 0.63882  -0.0614
C -3.74606 -3.65670 2.49090  -0.0621
N -2.36178 -1.59222 -2.31881  0.0177
C -3.29877 -1.61708 -3.45951  -0.0727
C -4.33910 -0.47836 -3.39571  -0.0546
C -4.70341 -0.13660 -1.95368  -0.5139
N -4.77075 1.19294 -1.60937  0.1906
O -4.92088 -1.04005 -1.16706  0.0663
H -1.50010 0.80551 1.12410  0.0620
H -1.69431 0.30107 -3.03853  0.1627
H 0.22102 -0.56663 -3.76483  0.1451
H 2.00702 -1.49360 -2.16600  0.1095
H 0.96215 -1.00634 -0.84878  0.1215
H 2.55893 0.59404 -2.76018  0.1280
H 1.00834 1.31800 -2.39158  0.1215
H 3.06752 2.81455 -1.72121  0.1214
H 4.27662 1.56453 -1.50149  0.1190
H 3.19405 3.53126 0.54411  0.0437
H 4.85455 3.24256 0.08967  0.0850
H 4.03327 2.06682 1.07262  0.0746
H 2.50318 0.81075 1.71199  0.0333
H 1.50805 2.19165 2.17556  0.1038
H 0.73963 0.63604 1.86775  0.0782
H -0.81611 -2.44871 -4.16941  0.1618
H -0.98998 -2.57357 -1.17036  0.1633
H -3.53195 -5.15757 -1.40699  0.1484
H -3.93313 -3.46572 -1.46038  0.0976
H -2.58789 -2.92345 0.42965  0.1300
H -0.53339 -4.16889 0.13470  0.0576
H -1.40314 -5.72259 0.21701  0.1008
H -1.26230 -4.68740 1.62342  0.0876
H -3.59090 -5.51709 1.46690  0.1354
H -5.50257 -5.32339 0.09377  0.0824
H -5.41052 -3.54482 0.01461  0.0676
H -5.94344 -4.36809 1.47062  0.0826
H -4.43389 -2.81685 2.42474  0.0809
H -2.75024 -3.24893 2.65694  0.0698
H -4.01094 -4.27145 3.34601  0.0836
H -2.87214 -1.52491 -1.43079  0.1344
H -3.80155 -2.57711 -3.45008  0.1379
H -2.74374 -1.56024 -4.38807  0.1401
H -3.99210 0.40285 -3.92812  0.1106
H -5.21482 -0.83178 -3.93305  0.1361
H -4.19230 1.44699 -0.80105  0.0643
H -4.49328 1.76975 -2.39295  0.0932
C 5.29205 -1.60949 4.35013  -0.2749
S 3.91522 -1.27505 3.25758  0.8159
O 3.52512 0.14629 3.47542  -0.5588
C 2.71968 -2.28272 4.14695  -0.2683
H 6.14318 -1.03728 3.99168  0.0475
H 5.02613 -1.30337 5.36231  0.0612
H 5.53452 -2.66971 4.30972  0.0466
H 2.63979 -1.92970 5.17499  0.0585
H 3.03910 -3.32429 4.12084  0.0533
H 1.75974 -2.17993 3.64413  0.0398
C -5.99096 3.54347 2.31820  -0.2574
S -4.22386 3.32623 2.12416  0.8403
O -4.03586 2.31679 1.03427  -0.5872
C -3.95053 2.46275 3.67197  -0.2602
H -6.36223 4.03309 1.42076  0.0542
H -6.46550 2.56978 2.43644  0.0624
H -6.17828 4.17555 3.18552  0.0598
H -4.56803 1.56488 3.70202  0.0609
H -4.19632 3.12803 4.49855  0.0597
H -2.89547 2.19864 3.72444  0.0489
C 0.28090 6.76691 1.26364  -0.2601
S 1.91481 6.04512 1.43429  0.7757
O 2.43253 6.42372 2.77278  -0.5418
C 2.71820 7.11962 0.23791  -0.2636
H -0.38459 6.26768 1.96433  0.0511
H 0.32568 7.83172 1.49059  0.0636
H -0.08247 6.60729 0.24808  0.0340
H 2.59941 8.15723 0.54878  0.0594
H 2.27763 6.95853 -0.74625  0.0492
H 3.77396 6.85748 0.21707  0.0488
C -2.05996 7.35412 -3.67027  -0.2682
S -2.92123 6.43829 -2.38799  0.7987
O -2.57810 7.07970 -1.09437  -0.5496
C -1.90449 4.95570 -2.49795  -0.2731
H -2.51426 8.34058 -3.72852  0.0527
H -1.00704 7.44542 -3.40448  0.0573
H -2.17569 6.83965 -4.62413  0.0533
H -0.86233 5.21334 -2.30952  0.0546
H -2.01789 4.51304 -3.48853  0.0482
H -2.25258 4.26178 -1.73366  0.0407
C 9.65641 -3.49174 2.80245  -0.2677
S 8.34383 -3.53085 1.57859  0.8156
O 7.23242 -2.69817 2.11608  -0.5670
C 7.88099 -5.24548 1.84612  -0.2710
H 10.05262 -2.47910 2.82623  0.0516
H 9.24955 -3.75539 3.77840  0.0586
H 10.44335 -4.18680 2.51084  0.0557
H 7.60042 -5.38611 2.88981  0.0570
H 8.71779 -5.89127 1.58137  0.0552
H 7.03308 -5.46147 1.19989  0.0485